No. 1
{
  "formula": "C28H93IN5O16",
  "method": "the ωB97M-V functional and the def2-TZVPD basis",
  "species": ["I", "C", "C", "C", "O", "C", "N", "H", "H", "H", "H", "H", "H", "H", "H", "H", "H", "H", "C", "C", "C", "O", "C", "N", "H", "H", "H", "H", "H", "H", "H", "H", "H", "H", "H", "C", "C", "C", "O", "C", "N", "H", "H", "H", "H", "H", "H", "H", "H", "H", "H", "H", "C", "C", "C", "O", "C", "N", "H", "H", "H", "H", "H", "H", "H", "H", "H", "H", "H", "C", "C", "C", "O", "C", "N", "H", "H", "H", "H", "H", "H", "H", "H", "H", "H", "H", "C", "C", "O", "H", "H", "H", "H", "H", "H", "C", "C", "O", "H", "H", "H", "H", "H", "H", "C", "C", "O", "H", "H", "H", "H", "H", "H", "C", "C", "O", "H", "H", "H", "H", "H", "H", "O", "H", "H", "O", "H", "H", "O", "H", "H", "O", "H", "H", "O", "H", "H", "O", "H", "H", "O", "H", "H"],
  "coordinates": [[-0.81, 0.31, 0.25], [-5.10, 0.64, 0.79], [-5.11, -0.79, 1.35], [-4.97, -1.84, 0.22], [-5.10, -3.18, 0.81], [-5.03, -4.18, -0.20], [-4.03, -0.83, 2.37], [-4.92, 1.26, 1.63], [-5.99, 0.98, 0.27], [-4.23, 0.69, 0.21], [-6.03, -1.02, 1.81], [-4.02, -1.67, -0.25], [-5.79, -1.68, -0.50], [-5.70, -3.95, -1.00], [-5.41, -5.14, 0.13], [-3.99, -4.38, -0.46], [-3.18, -0.44, 1.92], [-3.71, -1.79, 2.54], [-1.11, -1.94, 3.96], [-0.95, -0.88, 5.03], [0.52, -0.42, 5.22], [1.39, -1.50, 5.60], [2.66, -1.13, 6.03], [-1.80, 0.35, 4.86], [-0.87, -1.54, 2.93], [-2.15, -2.33, 3.95], [-0.36, -2.76, 4.17], [-1.12, -1.25, 6.03], [0.54, 0.31, 6.05], [0.93, 0.12, 4.34], [3.32, -0.74, 5.29], [3.11, -1.99, 6.50], [2.58, -0.36, 6.79], [-1.69, 0.75, 3.88], [-2.81, 0.10, 4.63], [2.36, -5.84, -2.44], [2.12, -4.99, -1.21], [2.60, -3.57, -1.38], [3.87, -3.74, -1.97], [4.57, -2.57, -2.00], [0.65, -4.97, -1.01], [3.37, -6.11, -2.74], [1.87, -5.29, -3.23], [1.75, -6.76, -2.40], [2.61, -5.46, -0.34], [2.68, -3.04, -0.42], [1.91, -3.02, -2.06], [4.98, -2.37, -0.99], [3.92, -1.69, -2.23], [5.35, -2.52, -2.72], [0.47, -5.88, -0.58], [0.44, -4.30, -0.29], [1.53, 0.77, -2.95], [1.59, 0.45, -4.41], [2.91, 0.89, -5.04], [3.93, 0.14, -4.47], [5.24, 0.57, -4.79], [1.39, -0.98, -4.78], [0.64, 0.41, -2.49], [1.59, 1.87, -2.79], [2.40, 0.36, -2.37], [0.79, 0.97, -4.91], [3.04, 2.00, -4.81], [2.85, 0.72, -6.14], [5.36, 1.64, -4.60], [5.51, 0.42, -5.87], [5.96, -0.02, -4.24], [2.27, -1.41, -4.45], [0.68, -1.32, -4.14], [2.06, 5.87, -1.09], [0.59, 5.76, -1.43], [0.17, 4.36, -1.84], [-1.18, 4.42, -2.24], [-1.64, 3.19, -2.91], [-0.33, 6.26, -0.37], [2.69, 5.67, -1.93], [2.27, 5.23, -0.23], [2.16, 6.91, -0.76], [0.35, 6.35, -2.32], [0.32, 3.64, -0.97], [0.82, 4.04, -2.68], [-1.11, 3.01, -3.80], [-2.73, 3.41, -3.08], [-1.55, 2.36, -2.23], [0.05, 7.10, 0.08], [-1.19, 6.55, -0.80], [-2.29, -5.14, -3.46], [-2.27, -3.63, -3.77], [-2.75, -2.82, -2.68], [-1.51, -5.46, -2.74], [-2.10, -5.62, -4.40], [-3.27, -5.38, -3.17], [-2.89, -3.41, -4.58], [-1.29, -3.18, -4.02], [-3.66, -3.15, -2.42], [-3.69, 5.65, 1.07], [-4.52, 6.77, 0.54], [-3.93, 7.27, -0.69], [-4.32, 5.12, 1.82], [-2.77, 5.99, 1.56], [-3.44, 4.88, 0.29], [-4.52, 7.64, 1.20], [-5.58, 6.53, 0.34], [-4.03, 6.51, -1.25], [2.88, -2.36, 2.66], [1.84, -1.68, 1.79], [2.50, -0.95, 0.73], [2.43, -2.96, 3.48], [3.48, -1.61, 3.15], [3.50, -3.02, 2.02], [1.30, -0.88, 2.40], [1.16, -2.36, 1.32], [1.76, -0.56, 0.25], [5.35, 1.33, 0.27], [4.04, 1.93, -0.29], [3.95, 3.31, -0.10], [6.23, 1.60, -0.35], [5.15, 0.29, 0.14], [5.58, 1.60, 1.23], [3.27, 1.46, 0.26], [4.02, 1.68, -1.33], [3.24, 3.34, 0.53], [-3.54, -5.35, 2.15], [-4.29, -4.76, 2.02], [-2.86, -4.82, 1.69], [-1.31, 2.01, 7.20], [-1.28, 1.41, 6.42], [-1.84, 2.73, 6.86], [-3.04, 0.04, -2.73], [-3.12, -0.93, -2.88], [-2.48, 0.05, -1.94], [-0.91, 3.93, 2.09], [-0.84, 4.82, 1.62], [-1.22, 3.22, 1.49], [3.73, 1.08, 3.46], [2.99, 1.72, 3.33], [3.79, 0.78, 2.53], [1.42, 2.49, 2.68], [0.90, 1.72, 2.40], [0.79, 3.25, 2.44], [-1.24, -3.37, 0.34], [-1.20, -2.39, 0.36], [-1.42, -3.60, -0.61]],
  "lowdin_charge": [0.266, -0.051, -0.406, -0.154, -0.201, -0.128, 0.048, 0.064, 0.080, 0.027, 0.114, 0.099, 0.134, 0.076, 0.087, 0.079, -0.016, 0.051, -0.066, -0.406, -0.180, -0.197, -0.121, 0.016, 0.040, 0.070, 0.098, 0.134, 0.116, 0.114, 0.053, 0.084, 0.086, 0.093, 0.088, -0.071, -0.431, -0.187, -0.184, -0.140, 0.039, 0.078, 0.067, 0.077, 0.143, 0.106, 0.136, 0.098, 0.086, 0.074, 0.085, 0.027, -0.074, -0.434, -0.225, -0.215, -0.101, 0.049, 0.000, 0.074, 0.074, 0.120, 0.138, 0.132, 0.086, 0.096, 0.075, 0.069, 0.052, -0.045, -0.441, -0.241, -0.211, -0.054, 0.049, 0.078, 0.065, 0.077, 0.134, 0.131, 0.121, 0.061, 0.108, 0.026, 0.083, 0.054, -0.057, -0.269, -0.139, 0.069, 0.063, 0.048, 0.084, 0.122, 0.098, -0.104, -0.311, -0.100, 0.087, 0.062, 0.092, 0.108, 0.112, 0.056, -0.067, -0.346, -0.164, 0.084, 0.046, 0.078, 0.078, 0.077, -0.056, -0.054, -0.306, -0.054, 0.081, 0.056, 0.031, 0.075, 0.091, 0.047, -0.067, -0.003, 0.018, -0.105, -0.027, 0.018, -0.127, 0.003, -0.117, -0.113, 0.040, -0.003, -0.084, 0.004, 0.019, -0.113, -0.032, 0.039, -0.133, -0.079, 0.036],
  "charge": -1,
  "e_homo_ha": -0.2313
}

***

No. 2
{
  "formula": "C3H3NO",
  "method": "the ωB97M-V functional and the def2-TZVPD basis",
  "species": ["N", "C", "C", "C", "O", "H", "H", "H"],
  "coordinates": [[2.14, -0.62, 0.64], [1.03, -0.72, 0.32], [-0.39, -0.58, -0.04], [-0.39, 0.94, -0.22], [-0.81, 1.69, 0.61], [-0.68, -1.11, -0.96], [-1.04, -0.88, 0.79], [0.16, 1.26, -1.13]],
  "lowdin_charge": [0.165, -0.234, -0.118, -0.284, 0.085, 0.124, 0.127, 0.134],
  "smiles": "N#CCC=O",
  "de_lowest_kcal_mol": 10.5,
  "e_homo_ha": -0.3931
}

***

No. 3
{
  "formula": "C19H24BrN3O5S",
  "method": "the ωB97M-V functional and the def2-TZVPD basis",
  "species": ["C", "C", "O", "C", "O", "N", "C", "C", "N", "S", "O", "O", "C", "C", "C", "Br", "C", "C", "C", "N", "C", "O", "C", "C", "C", "C", "C", "C", "C", "H", "H", "H", "H", "H", "H", "H", "H", "H", "H", "H", "H", "H", "H", "H", "H", "H", "H", "H", "H", "H", "H", "H", "H"],
  "coordinates": [[-7.26, -1.52, 0.87], [-6.34, -1.47, -0.34], [-5.09, -0.92, 0.07], [-4.18, -0.76, -0.92], [-4.38, -1.07, -2.06], [-3.05, -0.15, -0.48], [-1.91, -0.05, -1.36], [-0.84, -1.06, -0.93], [-0.52, -0.95, 0.48], [0.59, 0.27, 0.82], [0.41, 1.41, -0.03], [0.58, 0.46, 2.24], [2.09, -0.59, 0.32], [2.15, -1.94, 0.63], [3.14, -2.73, 0.09], [3.21, -4.57, 0.54], [4.07, -2.22, -0.82], [4.01, -0.88, -1.11], [3.06, -0.03, -0.50], [3.24, 1.27, -0.92], [3.08, 2.47, -0.25], [3.27, 3.50, -0.85], [2.80, 2.40, 1.20], [3.27, 3.57, 2.03], [1.82, 3.39, 1.78], [4.06, 1.25, -2.14], [4.84, -0.07, -2.06], [-1.68, -0.99, 1.34], [-2.72, 0.04, 0.92], [-8.22, -1.93, 0.58], [-6.82, -2.14, 1.65], [-7.41, -0.52, 1.26], [-6.17, -2.47, -0.75], [-6.76, -0.84, -1.14], [-2.25, -0.26, -2.38], [-1.50, 0.96, -1.29], [0.08, -0.90, -1.50], [-1.19, -2.08, -1.11], [1.39, -2.35, 1.28], [4.80, -2.86, -1.28], [2.83, 1.41, 1.65], [3.78, 4.36, 1.50], [3.66, 3.35, 3.01], [1.34, 4.05, 1.07], [1.18, 3.03, 2.56], [4.69, 2.14, -2.15], [3.40, 1.27, -3.01], [4.94, -0.55, -3.04], [5.84, 0.08, -1.66], [-1.33, -0.80, 2.35], [-2.10, -2.00, 1.29], [-3.63, -0.05, 1.52], [-2.30, 1.05, 1.04]],
  "lowdin_charge": [-0.065, -0.227, -0.013, -0.542, 0.094, -0.032, -0.108, -0.152, -0.244, 0.694, -0.251, -0.270, -0.189, -0.111, -0.669, 0.746, -0.056, -0.139, -0.150, 0.031, -0.408, 0.098, -0.213, -0.080, -0.096, -0.092, -0.078, -0.158, -0.104, 0.077, 0.076, 0.077, 0.127, 0.127, 0.130, 0.118, 0.123, 0.139, 0.112, 0.115, 0.118, 0.106, 0.104, 0.115, 0.099, 0.126, 0.134, 0.122, 0.126, 0.114, 0.137, 0.129, 0.133],
  "smiles": "CCOC(=O)N1CCN(S(=O)(=O)c2cc(Br)cc3c2N(C(=O)C2CC2)CC3)CC1",
  "de_lowest_kcal_mol": 19.1,
  "e_homo_ha": -0.3149
}

***

No. 4
{
  "formula": "C17H38InN3O",
  "method": "the ωB97M-V functional and the def2-TZVPD basis",
  "species": ["C", "C", "N", "In", "C", "C", "C", "C", "C", "C", "C", "C", "O", "C", "H", "H", "H", "H", "H", "H", "H", "H", "H", "H", "H", "H", "H", "H", "H", "H", "H", "H", "H", "H", "H", "H", "H", "H", "H", "H", "H", "C", "C", "N", "C", "C", "N", "C", "C", "H", "H", "H", "H", "H", "H", "H", "H", "H", "H", "H"],
  "coordinates": [[0.14, -4.18, 1.54], [-0.21, -4.84, 0.17], [0.29, -4.09, -0.98], [-0.85, -2.34, -1.44], [-0.03, -0.48, -0.42], [-0.02, -0.56, 1.16], [-0.61, 0.76, 1.79], [-2.17, 0.70, 2.01], [-2.98, 1.55, 0.98], [-3.72, 0.68, -0.07], [-5.01, 0.00, 0.50], [-4.89, -1.55, 0.68], [-5.67, -1.89, 1.85], [-4.85, -2.62, 2.74], [1.04, -3.55, 1.46], [0.41, -5.00, 2.23], [-0.71, -3.64, 1.98], [-1.30, -5.08, 0.14], [0.32, -5.82, 0.17], [0.25, -4.70, -1.79], [-2.60, -2.48, -1.11], [-0.67, -2.00, -3.22], [1.01, -0.38, -0.79], [-0.62, 0.37, -0.82], [1.00, -0.76, 1.54], [-0.69, -1.39, 1.47], [-0.35, 1.63, 1.17], [-0.18, 0.85, 2.81], [-2.36, 1.10, 3.02], [-2.55, -0.33, 1.99], [-2.31, 2.22, 0.41], [-3.71, 2.17, 1.52], [-4.03, 1.36, -0.89], [-3.01, -0.03, -0.54], [-5.24, 0.40, 1.50], [-5.82, 0.17, -0.22], [-3.86, -1.86, 0.85], [-5.32, -2.04, -0.21], [-5.44, -2.99, 3.59], [-4.45, -3.50, 2.21], [-4.04, -2.00, 3.18], [3.30, 1.55, 0.26], [2.80, 2.68, -0.61], [3.78, 3.09, -1.63], [3.47, 3.62, -2.86], [4.64, 3.87, -3.50], [5.65, 3.50, -2.63], [5.10, 3.05, -1.50], [7.08, 3.58, -2.89], [4.17, 1.84, 0.85], [2.52, 1.24, 0.95], [3.58, 0.68, -0.35], [2.56, 3.55, -0.01], [1.90, 2.36, -1.13], [2.44, 3.75, -3.14], [4.89, 4.27, -4.46], [5.65, 2.70, -0.65], [7.51, 2.58, -2.83], [7.55, 4.22, -2.14], [7.26, 3.99, -3.88]],
  "lowdin_charge": [-0.128, -0.451, -0.239, 0.430, -0.331, -0.295, -0.217, -0.181, -0.210, -0.206, -0.149, -0.222, -0.214, -0.132, 0.061, 0.057, 0.049, 0.079, 0.087, -0.015, -0.103, -0.141, -0.009, 0.005, 0.083, 0.054, 0.081, 0.090, 0.098, 0.088, 0.092, 0.099, 0.101, 0.071, 0.110, 0.102, 0.063, 0.118, 0.083, 0.091, 0.084, -0.063, -0.149, -0.034, 0.018, 0.005, -0.094, -0.013, 0.024, 0.073, 0.080, 0.096, 0.136, 0.130, 0.145, 0.137, 0.168, 0.106, 0.104, 0.100],
  "e_homo_ha": -0.2180
}

***

No. 5
{
  "formula": "C4H12O",
  "method": "the ωB97M-V functional and the def2-TZVPD basis",
  "species": ["C", "C", "C", "C", "H", "H", "H", "H", "H", "H", "H", "H", "H", "H", "O", "H", "H"],
  "coordinates": [[-1.15, 0.05, 1.70], [-0.28, 0.13, 0.48], [1.24, -0.35, 0.76], [2.11, 0.02, -0.52], [-0.71, 0.59, 2.62], [-2.19, 0.48, 1.60], [-1.35, -1.00, 2.05], [-0.67, -0.43, -0.35], [-0.17, 1.15, 0.09], [1.71, 0.21, 1.57], [1.30, -1.36, 1.19], [3.13, 0.19, -0.74], [2.13, -0.79, -1.27], [1.80, 0.88, -1.05], [-2.24, -0.11, -3.05], [-3.10, -0.03, -2.53], [-1.55, 0.38, -2.57]],
  "lowdin_charge": [-0.152, -0.279, -0.200, -0.119, 0.094, 0.078, 0.073, 0.083, 0.095, 0.087, 0.096, 0.037, 0.068, 0.043, -0.096, 0.071, 0.020],
  "smiles": "CCCC.O",
  "de_lowest_kcal_mol": 29.6,
  "e_homo_ha": -0.4064
}

***

No. 6
{
  "formula": "C4H11InNO",
  "method": "the ωB97M-V functional and the def2-TZVPD basis",
  "species": ["In", "C", "C", "C", "O", "C", "N", "H", "H", "H", "H", "H", "H", "H", "H", "H", "H", "H"],
  "coordinates": [[-0.54, 0.97, 2.92], [2.18, -0.52, -0.58], [0.88, 0.16, 0.09], [-0.42, -0.20, -0.65], [-1.40, 0.34, 0.17], [-2.65, 0.66, -0.44], [0.87, -0.34, 1.43], [2.21, -1.61, -0.48], [3.07, -0.12, -0.10], [2.18, -0.22, -1.63], [1.03, 1.25, 0.12], [-0.55, -1.30, -0.68], [-0.40, 0.16, -1.68], [-2.51, 1.61, -1.01], [-3.45, 0.79, 0.28], [-2.90, -0.07, -1.22], [0.61, -1.34, 1.52], [1.77, -0.23, 1.93]],
  "lowdin_charge": [1.604, 0.108, -0.312, -0.108, -0.168, 0.066, 0.064, 0.124, 0.121, 0.146, 0.173, 0.202, 0.187, 0.175, 0.138, 0.154, 0.171, 0.155],
  "de_lowest_kcal_mol": 39.8,
  "charge": 3,
  "e_homo_ha": -0.8616
}